Entry from the OMol25 dataset: a structure of composition C44H45F9N4OPS2Sc (ωB97M-V with the def2-TZVPD basis set).

```
! RIJCOSX wB97M-V def2-TZVPD def2/J DEFGRID3
* xyz 4 1
Sc -0.502 -1.479 -0.352
S 0.326 0.400 1.162
C -0.874 1.624 1.317
N -0.577 2.831 1.632
C -1.643 3.835 1.864
C -2.841 3.168 2.453
N -3.241 2.021 1.586
C -4.736 1.781 1.478
C -5.455 3.046 1.117
C -6.304 3.650 2.036
C -6.985 4.811 1.689
C -6.808 5.367 0.432
C -5.954 4.766 -0.489
C -5.282 3.604 -0.149
C -2.336 1.286 1.057
S -2.652 -0.067 0.035
C 0.822 3.391 1.726
C 1.188 3.628 3.159
C 1.380 4.940 3.581
C 1.752 5.200 4.891
C 1.923 4.151 5.778
C 1.732 2.836 5.360
C 1.371 2.572 4.051
H -1.856 4.334 0.917
H -1.246 4.568 2.564
H -3.679 3.859 2.476
H -2.666 2.793 3.462
H -5.044 1.399 2.451
H -4.882 1.006 0.733
H -6.447 3.214 3.020
H -7.654 5.278 2.400
H -7.339 6.270 0.163
H -5.827 5.200 -1.472
H -4.628 3.128 -0.877
H 0.781 4.337 1.187
H 1.486 2.722 1.185
H 1.261 5.762 2.880
H 1.912 6.220 5.215
H 2.211 4.353 6.801
H 1.877 2.022 6.057
H 1.247 1.542 3.727
C 0.732 -4.498 0.188
O -0.313 -3.483 0.523
H 0.219 -5.398 -0.138
H 1.336 -4.666 1.073
H 1.340 -4.086 -0.606
H -0.789 -3.798 1.304
F 6.330 -4.979 2.656
C 5.359 -4.242 3.187
F 4.557 -5.044 3.898
F 5.899 -3.353 4.021
C 4.557 -3.527 2.115
C 4.995 -3.489 0.804
C 4.245 -2.824 -0.161
C 3.050 -2.198 0.187
C 2.621 -2.249 1.516
C 3.368 -2.903 2.480
P 2.125 -1.283 -1.068
C 2.439 -2.017 -2.674
C 1.484 -2.870 -3.237
C 1.724 -3.509 -4.439
C 2.930 -3.287 -5.094
C 3.874 -2.425 -4.565
C 3.631 -1.784 -3.355
C 3.177 -4.017 -6.403
F 3.061 -5.334 -6.216
F 4.384 -3.759 -6.889
F 2.260 -3.643 -7.304
C 2.762 0.395 -1.086
C 2.433 1.227 -2.155
C 2.810 2.563 -2.131
C 3.514 3.054 -1.042
C 3.891 2.217 0.000
C 3.508 0.885 -0.015
C 3.803 4.536 -0.935
F 2.904 5.091 -0.089
F 5.014 4.767 -0.444
F 3.683 5.151 -2.108
H 5.916 -3.984 0.527
H 4.601 -2.814 -1.183
H 1.704 -1.773 1.838
H 3.039 -2.932 3.512
H 0.530 -3.042 -2.736
H 0.990 -4.173 -4.876
H 4.800 -2.249 -5.097
H 4.370 -1.099 -2.956
H 1.893 0.846 -3.015
H 2.566 3.215 -2.959
H 4.486 2.603 0.819
H 3.801 0.239 0.804
N -5.021 -3.613 -2.514
C -4.479 -4.180 -1.221
C -3.538 -3.182 -0.565
N -2.406 -2.784 -1.451
C -2.975 -2.216 -2.711
C -3.900 -3.181 -3.432
H -5.640 -2.821 -2.318
H -5.605 -4.310 -2.985
H -3.984 -5.115 -1.481
H -5.324 -4.407 -0.574
H -3.165 -3.628 0.354
H -4.078 -2.279 -0.285
H -1.913 -3.644 -1.696
H -2.176 -1.950 -3.403
H -3.498 -1.294 -2.449
H -3.386 -4.095 -3.729
H -4.340 -2.731 -4.319
*
```

Properties
E, Eh: -4793.99167
Frontier orbital gap, hartree: 0.21512
Energy above the lowest of the compared OMol25 structures with the same formula, charge and spin, eV: 0.654
E_LUMO, eV: -11.5119